{
  "formula": "C4H16N2O2",
  "method": "the ωB97M-V functional and the def2-TZVPD basis",
  "symbols": ["O", "O", "N", "N", "C", "C", "C", "C", "H", "H", "H", "H", "H", "H", "H", "H", "H", "H", "H", "H", "H", "H", "H", "H"],
  "positions_angstrom": [[0.16, 2.22, -2.19], [-2.22, 2.39, 2.55], [1.71, 0.31, 0.10], [-0.51, -0.01, 1.98], [0.71, -2.57, -0.75], [-0.95, -0.19, 0.54], [0.43, -0.11, -0.41], [0.43, -1.26, -1.38], [2.45, -0.13, -0.27], [1.78, 0.18, 1.19], [-1.41, -1.18, 0.17], [0.13, -2.43, 0.23], [1.80, -2.68, -0.79], [0.54, -0.24, 1.99], [1.17, -1.06, -2.22], [-3.03, 2.15, 2.09], [0.19, 0.71, -1.09], [-1.70, 0.61, 0.39], [0.98, 2.21, -1.57], [0.31, 3.00, -2.68], [-0.53, 1.11, 2.07], [-0.51, -1.29, -2.01], [0.36, -3.52, -1.22], [-2.30, 1.77, 3.27]],
  "nbo_charge": [-0.95, -0.93, -0.84, -0.85, -0.64, -0.22, -0.11, -0.42, 0.36, 0.34, 0.18, 0.21, 0.21, 0.32, 0.20, 0.47, 0.22, 0.20, 0.48, 0.47, 0.38, 0.21, 0.22, 0.47],
  "total_charge": 0,
  "orbital_gap_ev": 9.46,
  "mol_weight_g_mol": 124.18,
  "fmax_ev_per_a": 6.28,
  "relative_energy_kcal_mol": 67.8,
  "e_homo_ev": -8.677,
  "energy_ev": -11480.0307
}